Computed, not measured: a cluster of 2 separate species, C4H14NOS in total in a non-equilibrium geometry, with ωB97M-V with the def2-TZVPD basis set.

Summary:
Expectation value of S²: 0.754
Total charge: +2
Relative energy (zero: lowest compared OMol25 entry of this formula, charge and spin) (kcal/mol): 38.39
Spin multiplicity: 2
E_LUMO (spin up / spin down) (eV): -7.69 / -12.90
HOMO (spin up / spin down) (eV): -20.00 / -20.00
Gap between HOMO and LUMO (spin up / spin down) (eV): 12.31 / 7.09

Structure (XYZ):
```
21
Properties=species:S:1:pos:R:3:forces:R:3
C -2.1960 -0.2633 -0.1853 -1.245 1.734 -0.714
C -0.7724 0.0017 -0.6041 0.105 -2.706 0.598
C -0.2128 1.1419 0.1957 -3.984 0.018 -0.377
C 1.0838 1.6521 -0.2110 3.528 1.981 -0.602
S 1.8486 0.9806 -1.7914 -0.245 -0.387 0.639
N 0.1368 -1.3688 -0.4344 0.852 0.350 1.604
H -2.0586 -0.6307 0.8112 -0.823 0.354 1.121
H -2.7800 -1.0457 -0.6858 0.533 0.269 -0.416
H -2.8154 0.7794 -0.3240 1.467 -2.741 0.805
H -0.6548 0.0803 -1.6368 -0.009 0.758 -1.954
H -0.9667 1.9504 -0.0815 0.790 -0.816 0.663
H -0.4372 0.8689 1.2629 1.045 0.733 -0.728
H 1.8123 1.3155 0.5799 0.129 0.630 -0.896
H 1.1661 2.7636 -0.4554 -0.278 -1.406 1.132
H 2.0497 2.0610 -2.5795 -0.074 0.321 0.242
H 1.0423 -1.2217 -0.9294 -0.850 -0.400 0.406
H -0.2577 -2.2379 -0.8315 -0.294 0.662 0.013
H 0.4248 -1.6032 0.6224 -0.830 0.921 -1.522
H 1.5478 -2.3849 2.1070 0.848 -0.823 0.769
H 1.0547 -1.2064 2.9816 0.496 1.433 3.519
O 0.9846 -1.6329 2.1894 -1.161 -0.883 -4.301
```
Positions in Å, forces in eV/Å.

Computed, not measured: the ion C4H14NSi with charge +1 in a non-equilibrium geometry, with ωB97M-V with the def2-TZVPD basis set.

Summary:
Expectation value of S²: 2.007
Total charge: +1
Relative energy (zero: lowest compared OMol25 entry of this formula, charge and spin) (kcal/mol): 61.69
Spin multiplicity: 3
E_LUMO (spin up / spin down) (eV): -3.00 / -9.95
HOMO (spin up / spin down) (eV): -8.10 / -15.13
Gap between HOMO and LUMO (spin up / spin down) (eV): 5.10 / 5.18

Structure (XYZ):
```
20
Properties=species:S:1:pos:R:3:forces:R:3
C 0.1757 1.0916 2.1708 -0.832 0.852 1.617
C 1.8329 -0.1937 -1.1065 0.788 -1.128 2.716
C -0.8242 -1.4563 -2.1983 1.087 1.175 -0.974
C -0.9304 0.5169 0.0951 -3.216 2.603 -0.347
N -1.0353 0.4762 1.5665 0.531 1.725 1.263
Si 0.1307 -0.9628 -0.6673 2.093 0.266 -0.777
H 0.9986 0.6662 1.6365 0.758 -0.130 0.195
H 0.1068 2.1686 2.0378 0.228 -0.030 -0.241
H 0.1337 0.9117 3.2626 0.445 -0.173 -0.652
H 2.3265 -0.9728 -1.6423 0.418 -0.708 -1.027
H 1.9179 0.6942 -1.6697 -0.410 1.059 -0.975
H 2.6171 -0.0850 -0.2592 -1.689 -0.072 -0.771
H -0.9725 -2.5259 -2.3493 0.279 -0.122 0.240
H -1.7714 -1.0185 -1.9643 -0.910 0.222 -0.489
H -0.3408 -0.9657 -3.1306 -0.866 -0.846 1.549
H -0.6377 1.6599 -0.3099 0.137 -2.507 1.114
H -2.0165 0.3340 -0.0348 0.239 -0.546 -1.620
H -1.9709 0.9421 1.8884 1.215 -0.386 -0.504
H -1.0652 -0.4801 1.9242 -0.480 -0.908 -0.395
H 0.6655 -1.8017 0.5043 0.187 -0.344 0.078
```
Positions in Å, forces in eV/Å.

Computed, not measured: a cluster of 5 separate species, C4H14O3 in total in a non-equilibrium geometry, with ωB97M-V with the def2-TZVPD basis set.

Summary:
Total charge: 0
Relative energy (zero: lowest compared OMol25 entry of this formula, charge and spin) (kcal/mol): 143.11
E_LUMO (eV): -2.47
HOMO (eV): -9.60
Gap between HOMO and LUMO (eV): 7.14

Structure (XYZ):
```
21
Properties=species:S:1:pos:R:3:forces:R:3
C -1.1832 0.5943 -0.2986 -1.306 -1.445 1.404
C -0.0879 1.1880 -0.8556 1.898 -0.596 3.288
C 0.6178 0.5848 -2.0160 0.163 1.655 -0.660
C -1.8780 1.0252 1.0147 -0.304 2.602 -1.883
H -1.7801 -0.0911 -0.9140 0.228 0.130 -0.132
H 0.4692 1.9140 -0.1240 -1.031 -1.011 -1.710
H 1.1543 1.4054 -2.5405 0.011 -0.591 0.262
H 1.3559 -0.2125 -1.7464 -0.933 0.579 -0.110
H -0.1827 0.3009 -2.6902 0.266 -0.882 -0.307
H -2.6444 0.3531 1.3473 -0.420 -0.391 -0.111
H -2.3513 2.0690 0.8114 0.514 -1.739 0.524
H -1.1674 1.1609 1.7956 0.680 0.094 0.558
H 1.4927 -1.9043 1.4009 0.219 -1.113 1.372
H -0.6760 -1.0614 0.5762 2.104 1.512 -1.015
O 1.3711 -1.2454 0.7503 -2.018 0.946 -1.604
H 0.4269 -3.4828 -0.9294 0.319 -1.234 -0.047
H 0.5308 -2.0773 -0.3718 -0.381 -0.644 -1.097
O -0.0022 -2.6518 -1.0348 0.084 1.785 0.884
H 1.4145 0.0569 1.3278 -0.363 1.622 1.684
H 1.9037 1.0945 2.5922 -0.563 -0.260 -0.798
O 1.2162 0.9796 1.9047 0.833 -1.019 -0.503
```
Positions in Å, forces in eV/Å.

Computed, not measured: a cluster of 3 separate species, C4H14O4 in total in a non-equilibrium geometry, with ωB97M-V with the def2-TZVPD basis set.

Summary:
Total charge: 0
Relative energy (zero: lowest compared OMol25 entry of this formula, charge and spin) (kcal/mol): 26.42
SMILES: OCCCCO.O.O
E_LUMO (eV): 0.45
HOMO (eV): -10.11
Gap between HOMO and LUMO (eV): 10.56

Structure (XYZ):
```
22
Properties=species:S:1:pos:R:3:forces:R:3
O -0.9054 0.3701 -1.7638 -0.380 -0.077 -0.979
C -0.8176 1.7095 -1.2376 -0.295 -1.174 0.657
C 0.4804 1.7360 -0.3904 0.875 1.367 0.796
C 1.5449 0.6189 -0.5637 -0.418 0.260 -1.286
C 1.1975 -0.7189 0.0936 -0.961 -0.821 0.431
O 0.6719 -1.7411 -0.7420 -0.103 -0.996 -0.973
H -0.9082 0.3023 -2.7237 0.047 0.419 0.051
H -0.9952 2.5626 -1.8978 0.830 -0.466 -0.795
H -1.7527 1.7641 -0.6697 0.504 0.147 0.791
H 1.0643 2.6716 -0.5885 -0.799 -0.421 0.284
H 0.1754 1.7375 0.6590 0.149 0.243 0.026
H 2.5557 0.8941 -0.2575 -0.346 0.572 0.776
H 1.7292 0.6523 -1.6586 -0.281 -1.198 0.306
H 0.3998 -0.6271 0.8831 1.219 0.720 -0.309
H 2.0541 -1.2704 0.5137 -0.046 0.854 0.109
H -0.1028 -1.4388 -1.2250 0.058 0.666 -0.040
O -1.2231 -2.3454 1.2278 0.103 -0.513 -1.337
H -0.6176 -2.4563 0.4482 0.139 0.297 0.907
H -2.0497 -2.6142 0.8088 -0.244 0.056 0.516
O -0.5454 -0.4618 3.2909 -0.273 -0.146 -0.222
H -1.3586 -0.0421 2.9853 0.115 0.145 0.172
H -0.5968 -1.3029 2.8080 0.108 0.067 0.118
```
Positions in Å, forces in eV/Å.